Record 1
{
  "formula": "C28H35N3OSc",
  "method": "ωB97M-V/def2-TZVPD",
  "symbols": ["Sc", "N", "N", "C", "C", "C", "C", "H", "H", "H", "C", "C", "H", "H", "H", "C", "C", "H", "H", "H", "C", "H", "H", "H", "C", "H", "H", "H", "C", "H", "C", "H", "C", "H", "C", "H", "C", "C", "H", "C", "C", "H", "C", "H", "N", "C", "C", "C", "H", "C", "C", "H", "H", "H", "C", "H", "C", "C", "H", "H", "H", "C", "H", "H", "H", "O", "H", "H"],
  "coordinates": [[-0.123655, -0.981787, 0.668278], [-1.773117, -1.856191, 3.610247], [-0.797477, 1.134481, 1.676758], [-0.370302, -1.438914, -1.683203], [-1.693387, -1.308354, -1.137315], [-1.882674, -2.364000, -0.182965], [-3.076214, -2.603993, 0.672157], [-3.891025, -1.920832, 0.402141], [-2.832595, -2.463589, 1.739991], [-3.441719, -3.635057, 0.547157], [-0.693504, -3.159105, -0.156053], [-0.488793, -4.360213, 0.694555], [-0.979717, -5.246088, 0.260877], [-0.918784, -4.212234, 1.696305], [0.578542, -4.590536, 0.802500], [0.243510, -2.591125, -1.086067], [1.582948, -3.142636, -1.426038], [2.019093, -3.685213, -0.576825], [2.280381, -2.349422, -1.729783], [1.516058, -3.850456, -2.267517], [-2.712844, -0.309330, -1.556068], [-3.342702, -0.703754, -2.370168], [-2.239995, 0.610040, -1.926357], [-3.376235, -0.048211, -0.721616], [0.223145, -0.582633, -2.748810], [1.317677, -0.534713, -2.661792], [-0.155252, 0.447094, -2.692805], [-0.018582, -0.974582, -3.750356], [-1.494918, -2.567033, 4.704511], [-2.104451, -3.462022, 4.873498], [-0.477359, -2.205461, 5.599495], [-0.302711, -2.833222, 6.472782], [0.269206, -1.053712, 5.357212], [1.050096, -0.736637, 6.046402], [-0.043230, -0.270783, 4.250712], [0.449089, 0.675141, 4.034459], [-1.099758, -0.693005, 3.400982], [-1.494412, -0.010505, 2.180700], [-2.534171, -0.132074, 1.837730], [0.049064, 1.088103, 0.564057], [-1.028906, 2.462976, 2.046604], [-1.626584, 2.705418, 2.905452], [-0.416231, 3.233376, 1.135028], [-0.387407, 4.304172, 1.039807], [0.227022, 2.386161, 0.228844], [0.875757, 2.750262, -0.981670], [0.161276, 3.458384, -1.962694], [0.786343, 3.708376, -3.191137], [0.244725, 4.270181, -3.952561], [2.067926, 3.229519, -3.466816], [2.744660, 3.535991, -4.769551], [3.373767, 2.699672, -5.093440], [3.394540, 4.419529, -4.696003], [2.005607, 3.736337, -5.551158], [2.734342, 2.489686, -2.485656], [3.733816, 2.102916, -2.677777], [2.147305, 2.221698, -1.244486], [2.877533, 1.373461, -0.250188], [2.686462, 1.658413, 0.792334], [3.954042, 1.479758, -0.442015], [2.646012, 0.299344, -0.378924], [-1.259314, 3.877136, -1.745232], [-1.345458, 4.651081, -0.969532], [-1.916226, 3.036442, -1.466753], [-1.649030, 4.295639, -2.681391], [1.632283, -1.847969, 1.871982], [2.556985, -1.566188, 1.738997], [1.559529, -2.049206, 2.828168]],
  "forces_ev_per_angstrom": [[1.1, -0.8, 0.2], [0.0, -0.1, 0.8], [-0.4, 1.5, 1.5], [-0.6, -1.0, 0.5], [0.8, -0.9, 0.2], [0.8, 0.2, -0.9], [-0.4, -0.2, 0.3], [0.1, -0.1, 0.1], [-0.3, -0.1, -0.4], [0.0, 0.2, 0.0], [0.0, 0.7, -0.9], [0.1, -0.4, 0.3], [0.1, 0.1, 0.1], [0.2, -0.1, -0.2], [-0.3, 0.0, 0.1], [-1.2, 0.2, 0.0], [0.4, -0.2, -0.1], [0.0, 0.2, -0.2], [-0.1, -0.2, 0.2], [0.0, 0.1, 0.1], [-0.3, 0.3, -0.1], [0.1, 0.1, 0.1], [-0.1, -0.2, 0.1], [0.1, 0.1, -0.2], [0.2, 0.2, -0.2], [-0.2, 0.0, -0.1], [0.1, -0.2, 0.0], [0.1, 0.1, 0.2], [0.6, 0.7, 0.0], [0.3, 0.2, -0.1], [-0.4, -0.6, 0.2], [0.1, 0.2, -0.2], [-0.4, 0.4, -0.4], [-0.1, -0.1, -0.2], [-0.4, -0.3, 0.1], [0.1, -0.3, 0.1], [-0.1, 0.3, -0.6], [-0.3, -0.5, 0.0], [0.5, 0.1, 0.3], [-0.5, -1.0, 0.0], [0.1, -0.6, -0.4], [0.0, 0.1, 0.0], [0.0, 0.5, 0.0], [0.1, 0.0, 0.0], [0.3, 0.9, -0.4], [-0.2, -0.3, -0.2], [0.6, -0.1, -0.2], [0.0, -0.2, 0.3], [0.1, -0.1, 0.1], [0.1, 0.0, 0.5], [0.1, 0.1, -0.3], [-0.1, 0.1, 0.0], [-0.1, -0.1, 0.0], [0.1, 0.0, 0.0], [-0.5, 0.1, 0.1], [-0.1, 0.0, 0.0], [0.0, 0.3, -0.3], [0.7, 0.0, 0.0], [-0.1, -0.2, -0.3], [-0.2, -0.1, 0.1], [-0.1, 0.4, 0.2], [-0.5, 0.3, -0.2], [-0.1, -0.2, -0.2], [0.3, 0.2, 0.1], [0.0, 0.0, 0.2], [-0.8, -0.1, -0.1], [0.5, 0.1, 0.0], [0.2, 0.0, 0.0]],
  "lowdin_charge": [0.599, 0.069, -0.143, -0.290, -0.286, -0.288, -0.057, 0.073, 0.049, 0.082, -0.295, -0.047, 0.082, 0.074, 0.069, -0.292, -0.053, 0.067, 0.067, 0.083, -0.046, 0.084, 0.061, 0.073, -0.036, 0.072, 0.068, 0.086, -0.160, 0.100, -0.121, 0.084, -0.115, 0.093, -0.047, 0.103, -0.319, -0.220, 0.109, -0.160, -0.049, 0.115, -0.071, 0.107, -0.045, -0.135, -0.201, -0.019, 0.109, -0.281, -0.068, 0.075, 0.080, 0.071, -0.011, 0.117, -0.199, -0.069, 0.079, 0.070, 0.061, -0.047, 0.071, 0.084, 0.074, -0.229, 0.002, 0.036],
  "total_charge": -1,
  "gap_ha": [0.153, 0.097]
}

***

Record 2
{
  "formula": "C28H35N7O5RhS4",
  "method": "ωB97M-V/def2-TZVPD",
  "symbols": ["Rh", "O", "C", "C", "C", "C", "C", "C", "C", "O", "N", "N", "C", "S", "C", "C", "S", "H", "H", "H", "H", "H", "H", "H", "H", "H", "C", "C", "C", "C", "N", "C", "S", "N", "C", "C", "C", "C", "H", "H", "H", "H", "H", "H", "H", "H", "H", "H", "H", "H", "H", "H", "H", "H", "H", "H", "H", "H", "O", "S", "O", "O", "C", "N", "C", "C", "C", "N", "C", "C", "C", "N", "C", "C", "H", "H", "H", "H", "H", "H"],
  "coordinates": [[0.943283, 1.481826, 0.985309], [-0.252103, 5.800746, 0.433948], [-0.564268, 5.976188, 1.733757], [-1.115065, 7.212241, 2.073288], [-1.459048, 7.485115, 3.377078], [-1.264295, 6.535450, 4.384609], [-0.727642, 5.315787, 4.058598], [-0.372489, 5.007898, 2.732764], [0.161939, 3.681601, 2.439704], [0.586135, 3.414155, 1.218496], [0.207244, 2.766009, 3.364183], [0.789285, 1.582157, 2.917831], [0.857945, 0.658082, 3.846612], [0.333868, 1.082339, 5.437494], [0.969189, -0.434282, 6.203203], [0.831607, -1.554247, 5.196711], [1.481719, -0.934459, 3.619507], [0.148931, 4.927375, 0.321219], [-1.253312, 7.940205, 1.285741], [-1.883374, 8.450034, 3.622095], [-1.530743, 6.759750, 5.407595], [-0.565376, 4.567112, 4.821832], [0.378115, -0.623593, 7.098196], [2.007983, -0.269905, 6.486416], [-0.208746, -1.839693, 5.049156], [1.413636, -2.433181, 5.468602], [-0.339491, -4.648488, -2.140372], [1.064197, -4.128092, -2.414253], [1.092775, -2.939546, -3.374519], [0.287427, -1.741708, -2.875765], [0.694342, -1.337508, -1.517200], [1.774968, -0.657550, -1.185068], [2.089689, -0.477398, 0.561997], [2.603627, -0.211437, -2.105869], [3.841020, 0.562643, -1.923321], [5.049126, -0.142380, -2.529709], [5.620866, -1.295319, -1.703758], [4.740775, -2.540175, -1.613271], [-0.308631, -5.571353, -1.561313], [-0.879820, -4.857229, -3.061813], [-0.958105, -3.943007, -1.577967], [1.677751, -4.921593, -2.843871], [1.557457, -3.851313, -1.474040], [0.659782, -3.221570, -4.336600], [2.131357, -2.646556, -3.562937], [-0.775976, -1.984525, -2.819905], [0.371915, -0.883883, -3.547216], [0.220455, -1.793202, -0.751023], [2.384812, -0.458082, -3.063380], [3.979870, 0.720551, -0.856011], [3.690591, 1.535687, -2.393399], [5.819870, 0.619340, -2.661385], [4.795822, -0.493593, -3.536192], [5.853677, -0.931464, -0.698417], [6.574346, -1.577492, -2.153110], [3.836527, -2.376952, -1.023688], [5.282144, -3.357194, -1.137144], [4.440242, -2.883535, -2.606077], [-2.658153, -2.255385, -4.360396], [-3.784567, -3.139647, -4.083417], [-3.401553, -4.395911, -3.460617], [-4.786833, -3.217811, -5.111028], [-4.591069, -2.319736, -2.677615], [-5.840539, -2.619517, -2.293393], [-6.264236, -2.076518, -1.166140], [-5.491194, -1.217683, -0.377065], [-4.248626, -0.927519, -0.897247], [-3.810160, -1.478803, -2.019758], [-3.197864, -0.056454, -0.297297], [-3.065124, 0.274208, 1.048927], [-1.909645, 0.891529, 1.489787], [-0.961417, 1.258230, 0.616298], [-1.146646, 1.089008, -0.702713], [-2.228082, 0.421148, -1.192590], [-7.271872, -2.335755, -0.859020], [-5.874510, -0.799084, 0.543035], [-3.800023, -0.036713, 1.778924], [-1.731284, 1.109514, 2.533482], [-0.376898, 1.490607, -1.359058], [-2.347527, 0.221503, -2.250448]],
  "forces_ev_per_angstrom": [[0.4, 0.6, 0.1], [0.0, 0.0, 0.0], [0.0, 0.0, -0.1], [0.0, 0.0, 0.0], [0.0, 0.0, 0.0], [0.0, 0.0, 0.0], [0.0, 0.0, 0.0], [0.0, 0.0, 0.0], [0.1, -0.1, 0.0], [-0.1, 0.2, 0.0], [0.0, 0.1, -0.1], [-0.3, -0.1, 0.1], [0.1, 0.2, -0.1], [0.0, 0.0, 0.1], [0.0, 0.0, 0.0], [0.0, 0.0, 0.1], [-0.1, 0.0, -0.1], [0.0, 0.0, 0.0], [0.0, 0.0, 0.0], [0.0, 0.0, 0.0], [0.0, 0.0, 0.0], [0.0, 0.0, 0.0], [0.0, 0.0, 0.0], [0.0, 0.0, 0.0], [0.0, 0.0, 0.0], [0.0, 0.0, 0.0], [-0.1, -0.1, 0.0], [0.0, 0.1, 0.0], [0.0, 0.0, 0.0], [-0.1, -0.1, 0.0], [0.0, 0.0, 0.1], [0.0, -0.3, 0.2], [-0.1, -0.2, -0.3], [0.0, 0.3, -0.1], [0.0, -0.1, 0.0], [0.0, 0.0, 0.0], [0.0, 0.0, 0.0], [0.0, 0.0, 0.0], [0.0, 0.0, 0.0], [-0.1, 0.0, 0.0], [0.0, 0.0, 0.0], [0.0, 0.0, 0.0], [0.0, 0.0, 0.0], [0.0, 0.0, 0.0], [0.0, 0.0, 0.0], [0.0, 0.0, -0.1], [0.0, 0.0, 0.0], [-0.1, 0.1, 0.0], [0.0, -0.1, 0.0], [0.0, 0.0, 0.0], [0.0, 0.0, 0.0], [0.0, 0.0, 0.0], [0.0, 0.0, 0.0], [0.0, 0.0, 0.0], [0.0, 0.0, 0.0], [0.0, 0.0, 0.0], [0.0, 0.0, 0.0], [0.0, 0.0, 0.0], [0.1, 0.0, 0.0], [0.0, -0.2, -0.2], [0.0, 0.1, 0.0], [0.1, 0.1, 0.1], [-0.2, 0.2, 0.4], [0.2, -0.1, -0.2], [-0.1, 0.0, 0.1], [-0.1, 0.0, -0.1], [0.2, -0.1, 0.3], [0.2, 0.0, -0.1], [-0.1, 0.2, -0.2], [0.0, -0.2, 0.0], [0.0, 0.2, -0.2], [-0.1, -0.6, 0.2], [0.1, 0.1, 0.0], [-0.3, 0.1, 0.0], [0.0, 0.0, 0.0], [0.0, 0.0, 0.0], [0.0, 0.0, 0.0], [0.1, -0.1, 0.0], [0.0, -0.1, 0.0], [0.1, 0.0, 0.0]],
  "lowdin_charge": [0.997, 0.087, -0.247, 0.004, -0.049, -0.071, -0.023, -0.087, -0.380, -0.175, 0.026, -0.242, -0.894, 1.026, -0.484, -0.475, 0.924, 0.074, 0.127, 0.115, 0.108, 0.109, 0.093, 0.089, 0.089, 0.095, -0.093, -0.255, -0.176, -0.153, 0.030, -0.711, 0.631, 0.058, -0.177, -0.188, -0.242, -0.098, 0.080, 0.075, 0.065, 0.113, 0.092, 0.133, 0.090, 0.099, 0.130, 0.133, 0.144, 0.079, 0.126, 0.119, 0.120, 0.111, 0.112, 0.038, 0.081, 0.076, -0.379, 0.407, -0.343, -0.316, -0.316, 0.153, -0.092, 0.019, -0.235, 0.132, -0.081, 0.043, -0.054, -0.087, -0.104, 0.030, 0.118, 0.110, 0.129, 0.119, 0.133, 0.134],
  "total_charge": 1,
  "gap_ha": [0.152, 0.152]
}

***

Record 3
{
  "formula": "C28H36As2CrSi",
  "method": "ωB97M-V/def2-TZVPD",
  "symbols": ["C", "C", "C", "H", "C", "C", "H", "H", "H", "H", "Cr", "C", "H", "H", "H", "Si", "C", "C", "H", "C", "H", "C", "H", "C", "H", "C", "H", "C", "C", "H", "C", "H", "C", "H", "C", "H", "C", "H", "H", "H", "C", "As", "C", "C", "C", "C", "C", "C", "C", "As", "C", "C", "H", "H", "H", "H", "H", "H", "H", "H", "H", "H", "H", "H", "H", "H", "H", "H"],
  "coordinates": [[0.326619, 2.927814, 1.048938], [-0.641506, 2.989409, -0.020849], [-1.946065, 2.787470, 0.545144], [-0.440612, 3.266963, -1.056909], [-1.794873, 2.663628, 1.961579], [-0.389704, 2.755347, 2.280904], [0.015052, 2.769813, 3.292048], [1.391626, 3.142139, 0.955230], [-2.904040, 2.862455, 0.031424], [-2.597969, 2.629636, 2.691036], [-0.723078, 0.974057, 1.092133], [-0.997701, -1.247183, -0.722292], [-2.090777, -1.118788, -0.728170], [-0.614553, -1.154913, 0.339206], [-0.737695, -2.256935, -1.031430], [-0.109545, 0.098589, -2.036066], [1.377233, -0.514085, -3.021818], [2.404623, 0.435900, -3.179934], [2.249262, 1.474822, -2.875273], [3.647656, 0.066905, -3.678805], [4.440788, 0.810015, -3.710760], [3.858841, -1.239899, -4.125168], [4.822416, -1.518121, -4.556326], [2.807216, -2.160806, -4.058792], [2.950199, -3.173958, -4.427243], [1.561252, -1.808175, -3.515357], [0.734536, -2.522392, -3.457870], [-1.337353, 0.964500, -3.158358], [-0.834576, 1.636802, -4.286660], [0.213481, 1.499911, -4.570140], [-1.643920, 2.524623, -5.001458], [-1.242075, 3.060511, -5.867241], [-2.956548, 2.750388, -4.579121], [-3.590119, 3.457936, -5.125104], [-3.473915, 2.068260, -3.478404], [-4.485808, 2.270377, -3.119005], [-2.685899, 1.125087, -2.806275], [-3.109037, 0.545045, -1.986776], [-1.142676, 0.712146, -0.481905], [0.600210, 1.347226, -1.747076], [2.446675, -1.601522, 0.126785], [1.471164, -0.295039, 1.253872], [2.941307, 0.763606, 1.966433], [1.090601, -1.508505, 2.787308], [2.122352, -2.233419, 3.386333], [1.829406, -3.092130, 4.462113], [0.515826, -3.230836, 4.918556], [-0.527992, -2.516613, 4.310289], [-0.239127, -1.661108, 3.252906], [-1.729640, -0.595027, 2.519067], [-3.037105, -1.915529, 1.936211], [-2.391207, 0.223989, 4.123715], [3.067084, -1.055956, -0.592992], [1.734678, -2.229336, -0.416851], [3.061087, -2.223141, 0.788442], [2.569073, 1.355580, 2.810281], [3.741620, 0.088933, 2.287795], [3.282018, 1.424483, 1.161619], [3.151606, -2.129267, 3.027159], [2.643799, -3.644120, 4.936748], [0.291688, -3.891175, 5.753829], [-1.554891, -2.627265, 4.662822], [-3.603677, -2.253548, 2.809598], [-3.710989, -1.428160, 1.224652], [-2.539501, -2.758585, 1.448942], [-1.658404, 0.947733, 4.490168], [-2.559611, -0.557062, 4.863302], [-3.318774, 0.740507, 3.873872]],
  "forces_ev_per_angstrom": [[-0.8, 1.6, -0.4], [0.4, 0.2, 1.4], [0.1, 1.3, 1.3], [0.0, -0.6, 0.3], [0.1, 1.5, -0.5], [-0.3, 0.1, -0.2], [0.0, 0.0, -0.4], [-0.4, -0.2, 0.0], [0.4, -0.3, 0.0], [0.2, -0.1, -0.2], [-0.2, 0.8, -2.4], [1.5, -0.7, -1.3], [0.5, 0.0, -0.2], [-0.4, -0.1, -1.7], [-0.2, -0.8, -0.1], [-1.2, -0.3, 1.4], [-0.2, -0.3, -0.2], [0.2, -0.4, 0.2], [0.0, -0.4, 0.1], [-0.1, -0.1, -0.2], [0.0, -0.2, -0.2], [-0.3, 0.0, 0.1], [-0.3, 0.0, 0.2], [-0.2, -0.1, 0.0], [0.1, 0.1, 0.0], [0.7, 0.3, 0.0], [0.4, 0.1, 0.0], [-0.6, -0.6, -0.4], [-0.3, 0.3, 0.2], [-0.4, 0.0, 0.0], [0.1, -0.1, 0.1], [-0.2, -0.2, 0.3], [-0.1, 0.1, -0.1], [0.3, -0.2, 0.3], [0.1, -0.3, 0.1], [0.2, -0.1, -0.3], [0.2, 0.6, -0.4], [0.1, 0.3, 0.0], [-0.3, 0.7, 0.3], [0.3, 0.1, 0.9], [0.1, 0.1, 0.4], [0.7, -0.7, 0.1], [0.2, -0.3, 0.1], [-0.3, 0.1, -0.1], [-0.5, -0.3, 0.5], [0.0, 0.3, -0.3], [-0.1, 0.1, -0.1], [0.8, -0.3, 0.1], [0.0, 0.1, 0.0], [0.6, -0.8, 0.2], [-0.3, -0.1, 0.5], [-0.4, -0.3, 0.3], [-0.1, -0.1, 0.1], [0.1, 0.1, 0.1], [0.0, 0.1, -0.3], [0.1, -0.1, -0.2], [0.0, 0.3, 0.0], [0.0, -0.1, 0.2], [-0.4, -0.1, 0.2], [-0.3, 0.1, -0.1], [0.1, 0.1, -0.1], [0.3, 0.0, 0.0], [0.0, -0.2, -0.2], [0.1, -0.1, 0.2], [0.0, 0.2, 0.1], [-0.1, -0.2, -0.1], [-0.2, 0.2, 0.2], [0.0, -0.1, 0.2]],
  "lowdin_spin": [0.055, -0.017, 0.039, 0.000, 0.036, 0.021, 0.007, 0.006, 0.005, 0.005, 3.515, 0.042, 0.003, 0.016, 0.005, -0.002, -0.001, 0.000, 0.000, 0.000, 0.000, 0.000, 0.000, 0.000, 0.000, 0.000, 0.000, 0.000, 0.000, 0.000, 0.000, 0.000, 0.000, 0.000, 0.000, 0.000, -0.001, 0.000, -0.024, 0.006, 0.035, 0.090, 0.009, 0.008, 0.001, 0.000, 0.001, 0.002, 0.020, 0.081, 0.017, 0.005, 0.000, 0.001, 0.004, 0.001, 0.001, 0.000, 0.000, 0.000, 0.000, 0.000, 0.002, 0.000, 0.001, 0.001, 0.000, 0.000],
  "multiplicity": 5,
  "gap_ha": [0.200, 0.287]
}

***

Q: Which formula does entry 1 have?
A: C28H35N3OSc